Entry 1:
DFT (wB97M-V/def2-TZVPD) results for C32H24CaN5O5PS5 as an isolated structure at a distorted geometry.

Geometry as XYZ:
```
73
Properties=species:S:1:pos:R:3:forces:R:3
Ca -0.099 -1.148 -0.327 0.55 -0.97 0.82
S 1.628 -2.456 1.583 -0.03 -0.12 -0.10
S -0.570 -6.188 1.295 -0.13 -0.06 -0.07
S -0.887 -3.832 -0.514 -0.01 -0.16 0.29
S 1.463 -5.105 2.915 0.10 0.08 0.15
S 0.505 -7.871 3.531 -0.03 0.16 -0.10
P -1.937 -0.954 2.319 -0.15 -0.10 -0.17
O -2.237 3.323 -1.386 -0.06 0.18 0.15
O -2.096 3.212 -4.334 -0.07 0.25 -0.21
O -1.399 0.663 -0.375 -0.38 0.46 -0.06
O -1.046 0.578 -5.079 0.07 -0.05 -0.18
O -0.488 -0.888 -2.537 -0.12 0.17 -0.34
N 3.396 1.683 -1.441 0.02 -0.07 -0.02
N 1.981 0.248 -0.566 0.19 0.14 -0.10
N 5.554 3.093 -3.749 0.00 -0.02 -0.09
N 5.672 2.927 -5.012 -0.06 -0.02 -0.02
N 4.307 2.749 -3.368 -0.07 0.02 0.07
C -4.055 2.791 4.035 0.00 -0.02 0.01
C 4.036 0.454 -1.437 0.02 0.06 0.00
C -1.778 -2.114 3.721 -0.01 -0.03 0.00
C -3.409 -1.637 1.445 -0.01 0.07 0.02
C 2.806 1.657 -6.978 -0.09 -0.03 0.05
C 4.470 2.455 -5.501 0.22 0.04 -0.14
C -0.089 -4.561 0.870 0.01 0.22 -0.16
C 2.268 1.855 -4.609 0.09 0.04 0.05
C 3.918 2.905 -1.988 -0.01 -0.01 -0.05
C -2.600 1.735 2.432 -0.02 0.04 -0.03
C -2.082 -3.463 3.552 -0.02 -0.03 0.04
C -1.832 2.314 -3.569 0.08 -0.28 0.24
C 2.155 1.505 -0.906 -0.08 -0.02 0.03
C -4.226 1.570 4.677 0.02 0.01 -0.02
C 1.178 2.612 -0.706 0.02 0.01 0.01
C -1.861 -4.376 4.576 0.07 0.00 -0.05
C -3.250 2.868 2.908 0.00 -0.02 -0.01
C -1.284 0.956 -3.945 -0.06 0.09 0.14
C -1.223 -1.703 4.933 0.05 -0.01 0.02
C 3.152 -0.414 -0.891 -0.14 -0.05 0.05
C -1.045 0.239 -2.683 -0.01 0.08 -0.15
C -3.589 0.436 4.195 0.03 -0.01 0.02
C 0.890 -4.039 1.656 -0.04 0.25 -0.08
C -2.760 0.507 3.075 0.03 0.01 0.04
C -1.923 2.355 -2.064 -0.02 -0.15 -0.09
C 4.089 2.113 -6.806 0.01 0.01 0.02
C -1.002 -2.612 5.956 -0.01 0.03 -0.02
C -1.322 -3.952 5.781 0.01 -0.02 0.01
C 1.906 1.526 -5.891 -0.02 -0.02 -0.08
C -1.500 1.042 -1.592 0.12 0.13 -0.21
C 0.471 -6.455 2.620 -0.03 -0.26 0.16
C 3.577 2.334 -4.445 -0.13 -0.04 0.16
H 3.147 3.667 -1.897 -0.03 0.04 0.00
H -2.002 1.792 1.529 0.00 -0.01 0.02
H -3.708 -0.887 0.710 0.00 0.00 0.00
H 3.256 -1.467 -0.680 0.02 0.03 -0.02
H -1.129 -4.670 6.569 0.00 0.01 0.00
H 0.319 2.235 -0.155 0.00 -0.01 -0.01
H 1.623 3.432 -0.137 0.00 -0.01 0.01
H 5.031 0.327 -1.829 -0.03 0.02 0.01
H 1.577 1.725 -3.785 0.02 0.01 -0.02
H -0.563 -2.275 6.888 -0.01 -0.01 -0.01
H -3.127 3.808 2.382 0.00 -0.01 0.01
H 4.784 2.206 -7.629 0.00 0.00 0.02
H -2.077 -5.425 4.416 0.01 -0.01 -0.01
H -4.862 1.499 5.553 0.00 0.01 -0.01
H -3.728 -0.514 4.696 0.00 0.01 0.01
H -3.145 -2.548 0.908 0.05 0.00 -0.01
H -0.955 -0.662 5.076 0.00 -0.01 -0.01
H 2.463 1.378 -7.966 0.01 0.00 0.00
H 0.903 1.150 -6.058 0.01 0.00 0.00
H -2.476 -3.818 2.608 0.02 -0.01 -0.01
H -4.555 3.677 4.409 0.00 -0.01 0.00
H 0.806 3.017 -1.650 0.02 -0.01 -0.01
H -4.235 -1.822 2.134 -0.01 -0.01 0.00
H 4.815 3.236 -1.468 0.03 -0.01 0.04
```
Positions in Å, forces in eV/Å.

For the gap between HOMO and LUMO, the calculation gives 5.57 eV. The energy comes out at -4893.98931 Eh. For the highest occupied orbital energy, the calculation gives -1.647 eV. As for the net charge: -2. For the LUMO energy, the calculation gives 3.9 eV.

Atom charges from the Mulliken analysis, given in e for atoms 1 to 2:
1. Ca 0.862
2. S -0.539

=====

Entry 2:
DFT (wB97M-V/def2-TZVPD) results for an isolated molecule of C5H7NO.

Geometry as XYZ:
```
14
Properties=species:S:1:pos:R:3:forces:R:3
O 1.870 0.987 -1.998 -0.34 -0.28 0.01
N -0.755 0.158 1.113 0.02 -0.20 0.16
C -0.190 -0.976 1.557 -0.09 -0.08 0.27
C 0.364 -0.116 -0.556 0.06 0.28 -0.27
C 0.439 0.900 0.572 0.20 0.21 0.18
C 0.941 0.207 -1.855 0.24 -0.01 -0.04
C -1.134 -0.225 -0.289 -0.29 -0.12 -0.13
H -1.670 -1.179 -0.334 0.12 0.17 0.02
H 0.183 1.926 0.271 0.00 -0.15 -0.01
H -0.742 -1.911 1.482 0.10 0.14 -0.06
H 0.519 -0.337 -2.729 0.09 0.09 0.05
H 0.639 -0.915 2.259 -0.09 0.00 -0.15
H 1.280 0.921 1.270 -0.17 -0.01 -0.10
H -1.745 0.559 -0.764 0.14 -0.06 0.06
```
Positions in Å, forces in eV/Å.

For the gap between HOMO and LUMO (alpha / beta), the calculation gives 7.04 / 7.63 eV. The energy comes out at -324.53564 Eh. For the highest occupied orbital energy (alpha / beta), the calculation gives -7.934 / -8.224 eV. For the LUMO energy (alpha / beta), the calculation gives -0.9 / -0.6 eV.

Atom charges from the Mulliken analysis, given in e for atoms 1 to 2:
1. O -0.504
2. N -0.259

=====

Entry 3:
DFT (wB97M-V/def2-TZVPD) results for a 2-piece molecular cluster, FH3N2O2S overall at a distorted geometry.

Geometry as XYZ:
```
9
Properties=species:S:1:pos:R:3:forces:R:3
S -1.305 -0.419 -0.387 -1.74 -0.60 0.26
F 1.501 -1.570 -0.005 4.05 0.12 -1.63
O -0.837 -1.391 0.596 -0.14 -0.27 -0.02
O -1.991 0.687 0.262 0.07 0.04 -0.55
N 0.467 0.570 -0.524 1.31 2.34 0.30
N 0.440 1.562 0.207 3.68 -0.29 -2.15
H 0.729 -1.723 0.407 -3.26 -0.67 1.60
H -0.456 1.966 0.387 -1.88 -0.90 0.66
H 1.452 0.317 -0.943 -2.10 0.24 1.52
```
Positions in Å, forces in eV/Å.

For the gap between HOMO and LUMO, the calculation gives 9.31 eV. The energy comes out at -759.76025 Eh. For the highest occupied orbital energy, the calculation gives -10.411 eV. For the LUMO energy, the calculation gives -1.1 eV.

Atom charges from the Mulliken analysis, given in e for atoms 1 to 2:
1. S 0.719
2. F -0.425

=====

Entry 4:
DFT (wB97M-V/def2-TZVPD) results for a 2-piece molecular cluster, C4H7NO overall.

Geometry as XYZ:
```
13
Properties=species:S:1:pos:R:3:forces:R:3
O -1.108 0.110 -0.325 -0.01 -0.05 0.05
N 0.832 0.614 0.803 -0.12 0.15 -0.35
C -0.378 -0.116 0.818 -0.04 -0.19 0.30
C -0.361 0.985 -1.150 0.12 0.11 -0.06
C 0.858 1.240 -0.307 0.02 -0.06 0.11
C -0.767 -0.934 1.791 0.01 0.05 -0.08
H 0.724 -1.972 -0.964 0.10 0.03 -0.02
H -0.119 0.496 -2.104 -0.01 0.07 0.12
H -0.131 -1.062 2.656 -0.08 0.05 -0.13
H 1.686 1.882 -0.595 -0.11 -0.08 0.05
H -0.934 1.897 -1.358 0.07 -0.10 0.03
H -1.702 -1.477 1.720 0.13 0.10 0.01
H 1.402 -1.664 -0.984 -0.07 -0.07 -0.02
```
Positions in Å, forces in eV/Å.

For the gap between HOMO and LUMO, the calculation gives 9.50 eV. The energy comes out at -286.53441 Eh. For the highest occupied orbital energy, the calculation gives -8.627 eV. For the LUMO energy, the calculation gives 0.9 eV. As for the SMILES: C=C1N=CCO1.[H][H].

Atom charges from the Mulliken analysis, given in e for atoms 1 to 2:
1. O -0.366
2. N -0.435

=====

Entry 5:
DFT (wB97M-V/def2-TZVPD) results for an isolated ion of composition ClHNO2S and charge -1 at a distorted geometry.

Geometry as XYZ:
```
6
Properties=species:S:1:pos:R:3:forces:R:3
Cl 2.690 -1.151 -0.364 -0.02 -0.10 -0.06
S 1.574 0.570 0.298 -0.03 3.63 -5.94
O 2.376 1.040 1.357 1.50 0.55 1.31
O 1.587 1.565 -1.245 -0.05 -3.66 5.47
N 0.178 0.166 0.697 1.68 -0.85 3.27
H -0.209 0.341 -0.138 -3.08 0.43 -4.04
```
Positions in Å, forces in eV/Å.

For the gap between HOMO and LUMO, the calculation gives 8.94 eV. The energy comes out at -1064.19500 Eh. For the highest occupied orbital energy, the calculation gives -5.106 eV. As for the net charge: -1. For the LUMO energy, the calculation gives 3.8 eV. As for the SMILES: N=[S@](=O)([O-])Cl.

Atom charges from the Mulliken analysis, given in e for atoms 1 to 2:
1. Cl -0.317
2. S 0.783

=====

Entry 6:
DFT (wB97M-V/def2-TZVPD) results for a 2-piece molecular cluster, C8H9NO2S overall at a distorted geometry.

Geometry as XYZ:
```
21
Properties=species:S:1:pos:R:3:forces:R:3
S 0.852 1.240 2.611 -0.53 0.30 -0.62
O 1.576 2.961 0.702 2.23 0.83 0.11
O -0.296 3.217 -0.390 0.81 -0.56 1.17
N 0.437 2.676 0.493 -2.71 0.76 -1.62
C 0.624 -0.955 -0.823 -0.55 -0.96 1.03
C -0.151 1.725 1.307 0.84 -0.56 0.20
C 0.471 1.051 -2.186 -1.03 2.05 -3.40
C -0.384 0.541 3.692 -0.15 -2.19 0.55
C 0.740 0.357 -1.111 -0.11 -0.60 2.61
C 0.239 0.319 -3.390 0.74 -1.90 1.58
C 0.380 -1.753 -1.995 0.97 0.33 1.49
C 0.334 -1.102 -3.242 -0.45 1.58 2.29
H -1.109 1.360 1.005 -0.37 -0.08 0.21
H 0.586 -1.168 0.329 0.28 -0.55 -2.48
H 0.329 -2.865 -1.902 -0.04 1.10 -0.28
H 0.273 0.085 4.492 -0.94 0.58 -0.55
H -0.875 -0.419 3.181 0.49 2.45 1.16
H -1.034 1.348 4.147 0.44 -1.33 -0.74
H 0.272 -1.783 -4.005 -0.37 -1.02 -2.34
H 0.305 2.144 -2.066 0.32 -0.66 -0.55
H -0.009 0.706 -4.368 0.15 0.42 0.16
```
Positions in Å, forces in eV/Å.

For the gap between HOMO and LUMO (alpha / beta), the calculation gives 6.93 / 8.53 eV. The energy comes out at -913.38184 Eh. For the highest occupied orbital energy (alpha / beta), the calculation gives -8.547 / -8.525 eV. For the LUMO energy (alpha / beta), the calculation gives -1.6 / 0.0 eV.

Atom charges from the Mulliken analysis, given in e for atoms 1 to 2:
1. S 0.094
2. O -0.634

=====

Entry 7:
DFT (wB97M-V/def2-TZVPD) results for a 2-piece molecular cluster, C2H10N2S overall at a distorted geometry.

Geometry as XYZ:
```
15
Properties=species:S:1:pos:R:3:forces:R:3
S 0.243 1.963 -1.325 -0.62 0.12 0.21
N -0.357 -3.140 1.947 1.32 0.32 -3.30
N 0.892 -1.090 0.991 -5.40 1.82 0.01
C 0.379 -1.802 2.146 -0.95 -2.45 -1.15
C -1.305 2.356 -2.270 -0.31 -1.11 0.65
H 0.258 -0.945 0.109 1.06 -0.52 2.77
H 1.146 -2.046 2.846 1.09 0.63 0.30
H -0.404 -1.307 2.638 -0.66 1.49 0.62
H -0.674 -3.527 2.782 -0.55 -0.42 1.79
H 1.664 -1.492 0.680 4.34 -2.14 -1.63
H 0.645 0.849 -1.919 -0.04 -0.26 -0.37
H -2.009 2.723 -1.491 0.67 0.52 -0.76
H -0.963 3.043 -3.045 -0.85 0.07 0.12
H -1.885 1.478 -2.668 1.14 0.65 0.12
H 0.150 -3.904 1.444 -0.25 1.28 0.62
```
Positions in Å, forces in eV/Å.

For the gap between HOMO and LUMO, the calculation gives 9.94 eV. The energy comes out at -589.83441 Eh. For the highest occupied orbital energy, the calculation gives -8.980 eV. For the LUMO energy, the calculation gives 1.0 eV. As for the SMILES: NCN.CS.

Atom charges from the Mulliken analysis, given in e for atoms 1 to 2:
1. S -0.188
2. N -0.608

=====

Entry 8:
DFT (wB97M-V/def2-TZVPD) results for a 10-piece molecular cluster, H20O10 overall at a distorted geometry.

Geometry as XYZ:
```
30
Properties=species:S:1:pos:R:3:forces:R:3
O -0.545 -3.720 -2.156 -0.19 0.15 0.05
O -0.666 0.317 3.604 0.09 0.17 2.79
O -3.204 -0.257 -1.789 0.78 -0.81 -0.57
O 2.895 -0.558 -3.119 0.08 0.10 0.13
O -4.731 1.451 -0.920 -0.60 0.80 0.28
O -1.022 -0.006 1.473 -4.75 -1.71 2.77
O 3.029 5.285 0.455 -0.17 -0.08 -0.10
O -0.097 0.311 -0.091 4.17 1.68 -6.26
O 4.597 0.649 0.916 -0.10 -0.21 -0.09
O -0.062 -2.476 1.601 0.26 -0.60 0.07
H 3.837 0.291 1.388 0.05 0.10 0.03
H -0.676 -2.842 -2.533 0.12 -0.10 -0.03
H 0.370 -2.490 2.463 0.02 0.04 -0.01
H 0.715 0.826 -0.148 0.38 0.17 -0.61
H -0.265 -0.596 1.373 -0.92 0.19 0.95
H -2.321 -0.455 -2.119 0.11 0.09 0.10
H -3.810 1.290 -0.687 -0.24 -0.10 -0.16
H -3.792 -0.717 -2.399 -0.11 0.05 0.14
H 3.538 -0.875 -2.475 -0.07 -0.01 -0.08
H -1.046 -0.142 4.361 0.14 0.21 0.33
H 3.044 0.394 -3.150 -0.04 -0.07 -0.03
H -1.420 0.749 3.188 0.47 -0.11 -0.12
H -4.719 1.535 -1.880 0.10 0.00 0.28
H -0.952 -2.800 1.780 0.06 0.01 -0.06
H 2.119 5.600 0.409 0.09 0.02 0.04
H 2.993 4.407 0.059 0.09 0.06 0.07
H -1.756 -0.599 1.669 -0.11 -0.07 0.52
H -1.323 -3.856 -1.602 0.09 -0.05 -0.03
H 5.095 -0.131 0.647 0.03 0.10 0.04
H 0.176 -0.585 -0.317 0.17 -0.03 -0.45
```
Positions in Å, forces in eV/Å.

For the gap between HOMO and LUMO, the calculation gives 7.99 eV. The energy comes out at -764.21450 Eh. For the highest occupied orbital energy, the calculation gives -8.150 eV. For the LUMO energy, the calculation gives -0.2 eV. As for the SMILES: O.O.O.O.O.O.O.O.O.O.

Atom charges from the Mulliken analysis, given in e for atoms 1 to 2:
1. O -0.610
2. O -0.532